Record 1
Density functional theory data (wB97M-V/def2-TZVPD) for a cluster of 5 separate species, C16H44ClO18P4 in total.

CARTESIAN COORDINATES (ANGSTROEM)
C -7.1494 -4.0396 0.7738
C -6.0316 -4.9699 1.2431
O -6.4517 -6.3306 1.2252
C -4.7615 -4.8925 0.4061
O -4.9833 -5.4466 -0.8666
C -5.0396 -4.4838 -1.8965
Cl -6.4306 -4.9563 -2.9834
H -8.1038 -4.5629 0.8642
H -7.2347 -3.1342 1.3696
H -7.0636 -3.7898 -0.2793
H -5.7782 -4.7219 2.2826
H -7.3599 -6.3834 1.5268
H -4.3560 -3.8811 0.3668
H -4.0254 -5.5283 0.9021
H -5.2984 -3.5009 -1.4873
C -0.6923 -0.5753 3.7002
O -0.6400 -0.2335 2.3099
P -0.9357 -1.4660 1.2096
O 0.1456 -2.4153 1.6060
O -0.5142 -0.4610 -0.0036
C 0.8159 0.0448 -0.0468
O -1.8349 -2.3418 0.1714
C -1.1555 -3.1647 -0.7765
H -0.9350 0.3272 4.2608
H -1.4474 -1.3334 3.9029
H 0.2823 -0.9441 4.0170
H 1.5227 -0.6485 0.4106
H 0.8679 1.0102 0.4612
H 1.0863 0.1864 -1.0925
H -0.8770 -4.1102 -0.3151
H -0.2716 -2.6689 -1.1775
H -1.8588 -3.3657 -1.5883
C -3.0152 0.9104 0.6767
O -3.6275 2.1832 1.0288
P -4.1110 2.3810 2.5374
O -5.0740 1.3022 2.8317
O -4.8040 3.8064 2.2208
C -6.0088 3.8203 1.4591
O -3.4737 2.8744 3.9163
C -4.3841 2.9998 5.0088
H -2.3607 1.0736 -0.1691
H -2.4443 0.5214 1.5055
H -3.7965 0.2059 0.3943
H -6.5772 2.9012 1.6038
H -5.7833 3.9500 0.4002
H -6.6023 4.6672 1.8004
H -4.5468 2.0292 5.4723
H -5.3336 3.4238 4.6884
H -3.9159 3.6690 5.7282
C 4.3000 0.6927 -6.5048
O 3.9193 -0.4885 -5.7938
P 3.9785 -0.4481 -4.1238
O 5.4518 -0.1445 -4.0224
O 3.6121 -2.0265 -4.0904
C 4.4648 -2.9527 -4.7571
O 3.6127 -0.2994 -2.5221
C 4.5174 -0.8695 -1.5847
H 3.7996 0.6792 -7.4717
H 4.0162 1.5976 -5.9701
H 5.3785 0.6867 -6.6566
H 5.4936 -2.5903 -4.7830
H 4.1121 -3.1314 -5.7726
H 4.4248 -3.8872 -4.1997
H 5.3493 -0.1897 -1.4060
H 4.8933 -1.8365 -1.9156
H 3.9658 -1.0024 -0.6540
C 6.0695 3.0570 -1.9886
O 6.3540 2.9585 -0.5716
P 5.4011 3.7510 0.4406
O 5.4538 5.1750 0.0526
O 6.3149 3.3891 1.7208
C 7.5824 4.0247 1.8573
O 4.0288 3.4811 1.1979
C 3.6191 4.4857 2.1281
H 6.4597 2.1675 -2.4775
H 4.9998 3.1208 -2.1724
H 6.5690 3.9362 -2.3903
H 7.5812 5.0105 1.3910
H 8.3631 3.4074 1.4114
H 7.7818 4.1314 2.9222
H 3.1255 5.3003 1.6033
H 4.4635 4.8660 2.6994
H 2.9115 4.0107 2.8040

2S+1 = 1
Orbital gap = 1.46 eV
HOMO = -1.72 eV
Charge = -1

Calculated atomic charges, method Mulliken, unit e: atom 1 (C): -1.07, atom 2 (C): 0.34, atom 3 (O): -0.53, atom 4 (C): -0.48, atom 5 (O): -0.17, atom 6 (C): -0.62, atom 7 (Cl): -0.26, atom 8 (H): 0.32, atom 9 (H): 0.25, atom 10 (H): 0.26, atom 11 (H): 0.25, atom 12 (H): 0.29, atom 13 (H): 0.23, atom 14 (H): 0.31, atom 15 (H): 0.06, atom 16 (C): -0.85, atom 17 (O): -0.32, atom 18 (P): 1.18, atom 19 (O): -0.76, atom 20 (O): -0.31, atom 21 (C): -0.81, atom 22 (O): -0.11, atom 23 (C): -0.62, atom 24 (H): 0.24, atom 25 (H): 0.33, atom 26 (H): 0.32, atom 27 (H): 0.30, atom 28 (H): 0.30, atom 29 (H): 0.30, atom 30 (H): 0.23, atom 31 (H): 0.23, atom 32 (H): 0.27, atom 33 (C): -0.18, atom 34 (O): -0.40, atom 35 (P): 1.10, atom 36 (O): -0.64, atom 37 (O): -0.33, atom 38 (C): -0.67, atom 39 (O): -0.38, atom 40 (C): -0.56, atom 41 (H): 0.39, atom 42 (H): -0.25, atom 43 (H): 0.34, atom 44 (H): 0.34, atom 45 (H): 0.24, atom 46 (H): 0.22, atom 47 (H): 0.25, atom 48 (H): 0.28, atom 49 (H): 0.24, atom 50 (C): -0.69, atom 51 (O): -0.29, atom 52 (P): 0.83, atom 53 (O): -0.69, atom 54 (O): -0.25, atom 55 (C): -0.67, atom 56 (O): -0.12, atom 57 (C): -0.45, atom 58 (H): 0.25, atom 59 (H): 0.30, atom 60 (H): 0.25, atom 61 (H): 0.33, atom 62 (H): 0.26, atom 63 (H): 0.23, atom 64 (H): 0.17, atom 65 (H): 0.26, atom 66 (H): 0.17, atom 67 (C): -0.73, atom 68 (O): -0.29, atom 69 (P): 1.04, atom 70 (O): -0.70, atom 71 (O): -0.30, atom 72 (C): -0.68, atom 73 (O): -0.22, atom 74 (C): -0.56, atom 75 (H): 0.26, atom 76 (H): 0.31, atom 77 (H): 0.30, atom 78 (H): 0.35, atom 79 (H): 0.23, atom 80 (H): 0.23, atom 81 (H): 0.26, atom 82 (H): 0.26, atom 83 (H): 0.23


Record 2
Density functional theory data (wB97M-V/def2-TZVPD) for an isolated molecule of C3H2Cl2F2S.

CARTESIAN COORDINATES (ANGSTROEM)
F 0.0084 1.7194 0.6310
C 0.6258 0.7121 -0.0535
Cl 1.8775 1.4629 -1.1512
C -0.2903 -0.4055 -0.5894
S -2.1160 -0.3931 -0.6120
C 0.4595 -0.6242 0.6561
F 0.1251 -0.7014 1.9692
Cl 1.8103 -1.8605 0.3131
H -0.0693 -0.9036 -1.4269
H -2.4308 0.9938 0.2636

2S+1 = 1
Orbital gap = 9.77 eV
HOMO = -9.84 eV
Energy relative to the best compared isomer or geometry (same formula, charge and spin) = 38.0 kcal/mol
Structure (SMILES) = F[C@]1(Cl)[C@H](S)[C@@]1(F)Cl
Charge = 0

Calculated atomic charges, method Mulliken, unit e: atom 1 (F): -0.22, atom 2 (C): 0.16, atom 3 (Cl): -0.14, atom 4 (C): -0.46, atom 5 (S): -0.25, atom 6 (C): 0.79, atom 7 (F): -0.23, atom 8 (Cl): -0.20, atom 9 (H): 0.38, atom 10 (H): 0.18


Record 3
Density functional theory data (wB97M-V/def2-TZVPD) for a cluster of 2 separate species, C2H7NO2 in total.

CARTESIAN COORDINATES (ANGSTROEM)
O -1.4263 1.3514 0.3412
C -2.3904 0.8992 -0.4226
H -2.9734 0.0522 -0.0540
H -2.5839 1.3659 -1.3969
N 1.2254 0.5412 -0.1484
C 1.5907 -0.8106 0.0256
O 0.5563 -1.6968 0.4554
H 1.1680 1.0190 0.7414
H 0.3013 0.6910 -0.5640
H 2.4479 -0.8658 0.7098
H 1.9651 -1.2730 -0.8909
H 0.1193 -1.2737 1.2033

2S+1 = 2
Orbital gap (spin up / spin down) = 4.01 / 7.08 eV
HOMO (spin up / spin down) = 0.04 / -3.07 eV
Energy relative to the best compared isomer or geometry (same formula, charge and spin) = 26.7 kcal/mol
Charge = -1

Calculated atomic charges, method Mulliken, unit e: atom 1 (O): -0.80, atom 2 (C): -0.60, atom 3 (H): 0.21, atom 4 (H): 0.23, atom 5 (N): -0.58, atom 6 (C): -0.30, atom 7 (O): -0.52, atom 8 (H): 0.24, atom 9 (H): 0.33, atom 10 (H): 0.28, atom 11 (H): 0.22, atom 12 (H): 0.29


Record 4
Density functional theory data (wB97M-V/def2-TZVPD) for the ion C9H13N4O with charge +1.

CARTESIAN COORDINATES (ANGSTROEM)
C -1.4150 2.5900 -1.4257
N -0.5622 1.5721 -0.9461
C 0.3595 1.7006 -0.0820
N 1.3899 1.8431 0.4757
C 2.3695 1.2715 1.1832
C 2.2434 -0.0776 1.4375
N 1.2312 -0.9498 1.1819
C 0.1926 -1.1200 0.2652
C -0.5628 -2.4944 0.3562
N -1.4018 -1.8623 1.3817
C -1.1478 -0.5483 0.9250
C 0.5323 -0.6077 -1.2137
C -0.5126 0.3502 -1.7155
O -1.2704 0.1718 -2.5877
H -1.6964 2.4437 -2.4841
H -2.4001 2.5116 -1.0082
H -1.1524 3.6929 -1.1696
H 3.1531 1.8520 1.5607
H 3.0241 -0.6155 1.9087
H 1.4234 -1.8962 1.7755
H -1.0152 -2.8152 -0.7110
H 0.0114 -3.3901 0.7731
H -2.2960 -2.1786 1.4587
H -0.9224 0.2387 1.6427
H -1.8357 -0.1395 0.2311
H 0.7576 -1.4034 -1.9410
H 1.5027 -0.1395 -1.2727

2S+1 = 1
Orbital gap (spin up / spin down) = 8.18 / 8.18 eV
HOMO (spin up / spin down) = -12.21 / -12.21 eV
Energy relative to the best compared isomer or geometry (same formula, charge and spin) = 101.9 kcal/mol
Structure (SMILES) = C[N+]1=C=N/C=C\NC2(CNC2)CC1=O
Charge = +1

Calculated atomic charges, method Mulliken, unit e: atom 1 (C): -0.99, atom 2 (N): 0.07, atom 3 (C): 0.55, atom 4 (N): -0.09, atom 5 (C): -0.71, atom 6 (C): -0.04, atom 7 (N): -0.15, atom 8 (C): 0.88, atom 9 (C): -0.85, atom 10 (N): -0.35, atom 11 (C): -0.88, atom 12 (C): -1.48, atom 13 (C): 0.59, atom 14 (O): -0.44, atom 15 (H): 0.38, atom 16 (H): 0.39, atom 17 (H): 0.34, atom 18 (H): 0.47, atom 19 (H): 0.43, atom 20 (H): 0.33, atom 21 (H): 0.31, atom 22 (H): 0.32, atom 23 (H): 0.21, atom 24 (H): 0.38, atom 25 (H): 0.40, atom 26 (H): 0.45, atom 27 (H): 0.50


Record 5
Density functional theory data (wB97M-V/def2-TZVPD) for a structure of composition ClCuFI.

CARTESIAN COORDINATES (ANGSTROEM)
Cu -0.7104 0.1819 0.4853
I -0.2345 -2.2512 1.4790
F -0.9281 1.7341 -1.4151
Cl 1.8730 0.3352 -0.5492

2S+1 = 2
Orbital gap (spin up / spin down) = 8.60 / 5.48 eV
HOMO (spin up / spin down) = -5.68 / -5.40 eV
Energy relative to the best compared isomer or geometry (same formula, charge and spin) = 25.5 kcal/mol
Charge = -1

Calculated atomic charges, method Mulliken, unit e: atom 1 (Cu): 0.41, atom 2 (I): -0.35, atom 3 (F): -0.72, atom 4 (Cl): -0.33


Record 6
Density functional theory data (wB97M-V/def2-TZVPD) for a cluster of 2 separate species, C4H14N2O in total.

CARTESIAN COORDINATES (ANGSTROEM)
N -3.0245 -0.8947 -1.1599
C -2.8461 0.2275 -0.1108
C -1.4014 0.7800 -0.3274
C -0.2200 0.4033 0.5702
C 0.7663 -0.5239 -0.1177
N 1.8483 -1.0383 0.8547
H -2.1914 -1.0787 -1.6491
H -2.9622 -1.7261 -0.5890
H -3.6654 0.8770 -0.3538
H -3.2882 -0.1857 0.8316
H -0.9413 0.6828 -1.2851
H -1.5098 1.8545 -0.4965
H -0.5819 0.0071 1.4923
H 0.3992 1.2532 0.8573
H 0.2267 -1.3388 -0.5267
H 1.2412 0.0650 -0.8834
H 1.3822 -1.4683 1.6458
H 2.3193 -1.8104 0.3855
O 3.9742 1.2121 0.1886
H 4.7304 1.0295 0.7808
H 3.4891 0.3522 0.3319

2S+1 = 1
Orbital gap = 10.26 eV
HOMO = -9.45 eV
Energy relative to the best compared isomer or geometry (same formula, charge and spin) = 54.7 kcal/mol
Structure (SMILES) = NCCCCN.O
Charge = 0

Calculated atomic charges, method Mulliken, unit e: atom 1 (N): -0.73, atom 2 (C): -0.45, atom 3 (C): -1.00, atom 4 (C): -0.54, atom 5 (C): -0.58, atom 6 (N): -0.68, atom 7 (H): 0.31, atom 8 (H): 0.23, atom 9 (H): 0.26, atom 10 (H): 0.33, atom 11 (H): 0.53, atom 12 (H): 0.47, atom 13 (H): 0.52, atom 14 (H): 0.19, atom 15 (H): 0.38, atom 16 (H): 0.31, atom 17 (H): 0.23, atom 18 (H): 0.23, atom 19 (O): -0.66, atom 20 (H): 0.31, atom 21 (H): 0.34


Record 7
Density functional theory data (wB97M-V/def2-TZVPD) for a cluster of 2 separate species, C2H10N4O in total.

CARTESIAN COORDINATES (ANGSTROEM)
C 1.2336 1.4578 1.1411
C -0.9164 0.0329 -1.3749
N -0.6453 -1.3677 -1.3244
N 1.6584 0.3166 -0.9270
N -0.4784 0.7877 -0.2544
N 0.8110 0.7770 -0.1143
O -1.4452 -1.7215 1.4320
H 0.9461 0.8531 2.0180
H 2.3704 1.5468 1.0635
H 0.7058 2.3961 1.1461
H -2.0864 0.1399 -1.4237
H -0.6839 0.5850 -2.2977
H 0.2443 -1.6386 -1.2632
H -2.0072 -1.7463 2.2226
H 2.6018 0.1307 -0.5869
H -1.0736 -1.7228 -0.5109
H -1.2350 -0.8268 1.0541

2S+1 = 1
Orbital gap = 9.55 eV
HOMO = -8.89 eV
Energy relative to the best compared isomer or geometry (same formula, charge and spin) = 98.7 kcal/mol
Charge = 0

Calculated atomic charges, method Mulliken, unit e: atom 1 (C): -0.66, atom 2 (C): -0.37, atom 3 (N): -0.58, atom 4 (N): -0.96, atom 5 (N): -0.93, atom 6 (N): 1.31, atom 7 (O): -0.71, atom 8 (H): 0.27, atom 9 (H): 0.27, atom 10 (H): 0.28, atom 11 (H): 0.28, atom 12 (H): 0.36, atom 13 (H): 0.25, atom 14 (H): 0.31, atom 15 (H): 0.23, atom 16 (H): 0.31, atom 17 (H): 0.36


Record 8
Density functional theory data (wB97M-V/def2-TZVPD) for an isolated molecule of C5H3NO2.

CARTESIAN COORDINATES (ANGSTROEM)
C -3.9087 0.2686 0.0801
C -2.6731 0.1439 -0.3296
C -1.1276 0.0594 -0.3251
C 0.0675 0.2677 -0.3243
C 1.3938 0.7947 0.0057
O 1.7540 1.9676 -0.3803
N 2.3524 -0.1461 0.5386
O 1.8929 -1.3227 -0.5658
H -4.8500 -0.2812 0.7223
H 3.4309 0.1912 0.4941
H 1.6680 -1.9429 0.0841

2S+1 = 1
Orbital gap = 9.23 eV
HOMO = -10.03 eV
Energy relative to the best compared isomer or geometry (same formula, charge and spin) = 180.5 kcal/mol
Structure (SMILES) = C#CC#CC(=O)NO
Charge = 0

Calculated atomic charges, method Mulliken, unit e: atom 1 (C): -0.40, atom 2 (C): -0.36, atom 3 (C): 0.65, atom 4 (C): 0.14, atom 5 (C): 0.23, atom 6 (O): -0.52, atom 7 (N): -0.25, atom 8 (O): -0.45, atom 9 (H): 0.29, atom 10 (H): 0.33, atom 11 (H): 0.35